Entry from the Open Molecules 2025 dataset: 22 unconnected molecules or ions with the total composition C51H130N21O23 (ωB97M-V with the def2-TZVPD basis set).

Each atom is followed by the atoms it is bonded to, with distances in Å.
Geometry (Å):
1 C -4.13341 -0.03032 -0.51890  N2 1.482, H8 1.097, H9 1.064, H10 1.134
2 N -5.56837 -0.09468 -0.88543  C1 1.482, C3 1.490, C4 1.510, C5 1.541
3 C -5.89564 -1.54488 -0.98388  N2 1.490, H11 1.110, H12 1.029, H13 1.042
4 C -6.45496 0.54518 0.15670  N2 1.510, H14 1.106, H15 1.115, H16 1.102
5 C -5.90934 0.60951 -2.21293  N2 1.541, C6 1.547, H17 1.092, H18 1.078
6 C -4.92095 0.57173 -3.40192  C5 1.547, O7 1.370, H19 1.126, H20 1.134
7 O -4.07259 1.64565 -3.33596  C6 1.370
8 H -3.52750 -0.52534 -1.28808  C1 1.097
9 H -4.03349 -0.47862 0.44093  C1 1.064
10 H -3.72698 1.02802 -0.53059  C1 1.134
11 H -6.98714 -1.58699 -1.18177  C3 1.110
12 H -5.72981 -1.87178 -0.02270  C3 1.029
13 H -5.32108 -2.12678 -1.63023  C3 1.042
14 H -7.49180 0.43024 -0.21193  C4 1.106
15 H -6.18095 1.62564 0.15213  C4 1.115
16 H -6.24322 0.03543 1.10999  C4 1.102
17 H -6.00930 1.66739 -1.96067  C5 1.092
18 H -6.88577 0.24184 -2.48268  C5 1.078
19 H -5.48459 0.61827 -4.37598  C6 1.126
20 H -4.32488 -0.38899 -3.48485  C6 1.134
21 H -2.71057 1.09408 -3.90788  O59 1.053
22 C -4.29110 4.33612 -7.69293  N23 1.532, H29 1.122, H30 1.132, H31 1.082
23 N -4.14357 3.42945 -6.46735  C22 1.532, C24 1.490, C25 1.500, C26 1.537
24 C -5.05399 2.25004 -6.45317  N23 1.490, H32 1.106, H33 1.082, H34 1.088
25 C -2.70327 3.02380 -6.36350  N23 1.500, H35 1.072, H36 1.127, H37 1.129
26 C -4.53778 4.08887 -5.13619  N23 1.537, C27 1.524, H38 1.095, H39 1.141
27 C -3.79457 5.27346 -4.53107  C26 1.524, O28 1.446, H40 1.096, H41 1.150
28 O -3.65989 6.43997 -5.37489  C27 1.446, H42 0.955
29 H -3.99794 3.76590 -8.61357  C22 1.122
30 H -3.69845 5.27254 -7.45985  C22 1.132
31 H -5.33556 4.61011 -7.76507  C22 1.082
32 H -6.01333 2.51373 -5.96955  C24 1.106
33 H -4.55459 1.52991 -5.81773  C24 1.082
34 H -5.17066 1.84360 -7.45567  C24 1.088
35 H -2.45907 2.40320 -7.20229  C25 1.072
36 H -2.66682 2.44320 -5.39855  C25 1.127
37 H -2.02889 3.91527 -6.20480  C25 1.129
38 H -4.46635 3.28623 -4.39522  C26 1.095
39 H -5.59666 4.46262 -5.34101  C26 1.141
40 H -2.86300 4.89389 -4.09684  C27 1.096
41 H -4.43115 5.59226 -3.62765  C27 1.150
42 H -2.82440 6.86587 -5.19234  O28 0.955
43 C -0.77142 1.35265 -1.36501  C44 1.561, H50 1.116, H51 1.080, H52 1.087
44 C 0.46437 0.47375 -0.99563  C43 1.561, O45 1.244, N46 1.333
45 O 1.27051 0.19755 -1.90214  C44 1.244
46 N 0.59044 0.00982 0.24741  C44 1.333, H47 0.995, C49 1.448
47 H -0.21535 0.07731 0.82647  N46 0.995
48 H 0.79513 -0.24477 -4.00679  O56 0.983
49 C 1.63267 -0.95179 0.53905  N46 1.448, H53 1.148, H54 1.120, H55 1.134
50 H -1.39786 0.85621 -2.14315  C43 1.116
51 H -0.40174 2.23643 -1.86414  C43 1.080
52 H -1.43530 1.64464 -0.55488  C43 1.087
53 H 2.44000 -0.87671 -0.27339  C49 1.148
54 H 1.33295 -2.01517 0.72204  C49 1.120
55 H 2.15617 -0.64586 1.49758  C49 1.134
56 O 0.43824 -1.11840 -4.28349  H48 0.983, C57 1.394
57 C -0.41965 -0.86441 -5.35300  O56 1.394, C58 1.543, H60 1.101, H61 1.100
58 C -1.80190 -0.46232 -4.79651  C57 1.543, O59 1.385, H62 1.093, H63 1.085
59 O -1.74508 0.77918 -4.18530  H21 1.053, C58 1.385
60 H -0.53368 -1.80931 -5.90720  C57 1.101
61 H -0.10908 -0.06565 -6.04207  C57 1.100
62 H -2.11412 -1.13627 -3.99405  C58 1.093
63 H -2.46476 -0.40413 -5.65347  C58 1.085
64 O 8.14379 -4.95753 -3.54321  C65 1.215
65 C 7.65312 -5.76699 -4.30476  O64 1.215, N66 1.347, C67 1.518
66 N 6.97186 -6.86289 -3.91822  C65 1.347, H68 0.987, H69 1.020
67 C 7.68165 -5.59547 -5.81227  C65 1.518, H70 1.110, H71 1.088, H72 1.054
68 H 6.66830 -7.45950 -4.64411  N66 0.987
69 H 6.99011 -7.11069 -2.92899  N66 1.020
70 H 7.28959 -4.62765 -6.18931  C67 1.110
71 H 7.16732 -6.36574 -6.38364  C67 1.088
72 H 8.70505 -5.69528 -6.04375  C67 1.054
73 O 1.63971 -1.05604 5.79186  C74 1.211
74 C 2.33338 -1.33296 6.74456  O73 1.211, N75 1.322, C76 1.518
75 N 3.64877 -1.41291 6.63989  C74 1.322, H77 1.035, H78 1.012
76 C 1.68161 -1.72163 8.05919  C74 1.518, H79 1.067, H80 1.129, H81 1.103
77 H 4.15125 -1.44684 7.54394  N75 1.035
78 H 4.13097 -1.12654 5.79790  N75 1.012
79 H 0.92053 -0.99878 8.24990  C76 1.067
80 H 2.32427 -1.77794 8.98601  C76 1.129
81 H 1.11537 -2.66135 7.94256  C76 1.103
82 O 2.82016 1.83064 0.90136  C83 1.253
83 C 1.91094 2.69138 0.85190  O82 1.253, N84 1.329, C85 1.517
84 N 1.49643 3.37706 -0.20894  C83 1.329, H86 1.057, H87 1.004
85 C 1.14578 3.04112 2.11481  C83 1.517, H88 1.091, H89 1.100, H90 1.109
86 H 0.81282 4.15657 -0.00129  N84 1.057
87 H 2.09760 3.33520 -1.01229  N84 1.004
88 H 1.74299 2.92211 3.01957  C85 1.091
89 H 0.40820 2.24291 2.28595  C85 1.100
90 H 0.63968 4.02774 2.11876  C85 1.109
91 O -5.55209 3.47999 -0.73162  C92 1.241
92 C -4.52659 4.17737 -0.67461  O91 1.241, N93 1.380, C94 1.486
93 N -3.51222 3.79237 -1.52790  C92 1.380, H95 1.008, H96 0.980
94 C -4.37202 5.41109 0.13989  C92 1.486, H97 1.091, H98 1.066, H99 1.104
95 H -3.74150 3.01403 -2.12513  N93 1.008
96 H -2.59333 4.10711 -1.39775  N93 0.980
97 H -5.31333 5.96284 0.13426  C94 1.091
98 H -3.59197 5.86533 -0.42624  C94 1.066
99 H -3.93118 5.15292 1.11854  C94 1.104
100 O 5.34972 -0.76416 4.23715  C101 1.242
101 C 4.77919 -0.12902 3.33530  O100 1.242, N102 1.383, C103 1.571
102 N 3.45607 0.25389 3.45839  C101 1.383, H104 1.013, H105 1.010
103 C 5.42932 0.02984 1.91376  C101 1.571, H106 1.125, H107 1.118, H108 1.106
104 H 2.85185 0.03411 4.24099  N102 1.013
105 H 3.01885 0.74825 2.69333  N102 1.010
106 H 4.69934 -0.43926 1.19705  C103 1.125
107 H 6.35084 -0.58541 1.76718  C103 1.118
108 H 5.51820 1.10758 1.68241  C103 1.106
109 O -1.87498 0.43467 1.64789  C110 1.229
110 C -2.54145 1.03730 2.48642  O109 1.229, N111 1.393, C112 1.550
111 N -3.02092 0.30576 3.56995  C110 1.393, H113 1.017, H114 1.036
112 C -2.92156 2.53727 2.40293  C110 1.550, H115 1.063, H116 1.054, H117 1.057
113 H -3.49968 0.79483 4.32202  N111 1.017
114 H -2.61456 -0.63620 3.71321  N111 1.036
115 H -2.36216 2.98905 1.62033  C112 1.063
116 H -2.59701 2.93256 3.32442  C112 1.054
117 H -3.90016 2.74471 2.06168  C112 1.057
118 O -1.57556 -1.80407 4.42825  C119 1.276
119 C -0.80424 -2.58434 3.77768  O118 1.276, N120 1.350, C121 1.520
120 N 0.14231 -3.31824 4.39974  C119 1.350, H122 0.983, H123 1.032
121 C -0.88089 -2.78945 2.27371  C119 1.520, H124 1.107, H125 1.080, H126 1.091
122 H 0.79396 -3.84305 3.88289  N120 0.983
123 H 0.33669 -2.95463 5.34556  N120 1.032
124 H -0.60276 -1.86403 1.73307  C121 1.107
125 H -1.85844 -3.08336 1.92062  C121 1.080
126 H -0.20920 -3.56755 1.90822  C121 1.091
127 O 1.94122 -4.49860 2.64640  C128 1.237
128 C 3.11585 -4.27671 2.96516  O127 1.237, N129 1.370, C130 1.492
129 N 3.54793 -3.07304 3.45594  C128 1.370, H131 0.987, H132 0.990
130 C 4.16330 -5.33309 3.08243  C128 1.492, H133 1.119, H134 1.063, H135 1.081
131 H 2.92324 -2.31675 3.56779  N129 0.987
132 H 4.47718 -2.78254 3.27822  N129 0.990
133 H 5.12813 -5.05782 2.58757  C130 1.119
134 H 3.81050 -6.21692 2.60830  C130 1.063
135 H 4.32070 -5.56044 4.12792  C130 1.081
136 O -4.64802 -2.22089 2.13910  C137 1.228
137 C -4.77303 -3.35496 2.59312  O136 1.228, N138 1.347, C139 1.517
138 N -4.28319 -4.41630 1.92375  C137 1.347, H140 1.028, H141 1.009
139 C -5.50484 -3.69678 3.87740  C137 1.517, H142 1.061, H143 1.059, H144 1.088
140 H -4.05818 -5.26483 2.45896  N138 1.028
141 H -3.86390 -4.17398 1.03865  N138 1.009
142 H -5.48065 -4.74776 4.02144  C139 1.061
143 H -6.50916 -3.38178 3.75925  C139 1.059
144 H -5.09108 -3.18877 4.74662  C139 1.088
145 O 2.96051 3.89935 -2.83252  C146 1.275
146 C 4.04772 3.27228 -2.60584  O145 1.275, N147 1.348, C148 1.548
147 N 3.99354 1.92707 -2.67160  C146 1.348, H149 1.037, H150 1.019
148 C 5.39325 4.01042 -2.40229  C146 1.548, H151 1.085, H152 1.086, H153 1.114
149 H 3.10705 1.39032 -2.64991  N147 1.037
150 H 4.78693 1.32863 -2.44790  N147 1.019
151 H 6.27020 3.47753 -2.75413  C148 1.085
152 H 5.53964 4.07107 -1.32765  C148 1.086
153 H 5.39113 5.00507 -2.90366  C148 1.114
154 O -0.31794 0.81233 8.14517  C155 1.195
155 C -1.44038 0.40495 8.18930  O154 1.195, N156 1.350, C157 1.525
156 N -2.00432 -0.43703 7.29670  C155 1.350, H158 1.025, H159 0.992
157 C -2.39619 0.70212 9.34045  C155 1.525, H160 1.069, H161 1.085, H162 1.059
158 H -1.51769 -0.89970 6.52227  N156 1.025
159 H -2.96265 -0.69211 7.31525  N156 0.992
160 H -3.20811 0.02163 9.48156  C157 1.069
161 H -2.70011 1.74304 9.36353  C157 1.085
162 H -1.86032 0.70596 10.25443  C157 1.059
163 O -2.54194 -6.19641 1.15779  C164 1.253
164 C -1.40775 -6.37432 1.66031  O163 1.253, N165 1.300, C166 1.527
165 N -0.31327 -5.94130 1.10842  C164 1.300, H167 1.005, H168 1.026
166 C -1.18157 -7.26298 2.88182  C164 1.527, H169 1.113, H170 1.066, H171 1.107
167 H -0.35698 -5.25433 0.37579  N165 1.005
168 H 0.58526 -5.94557 1.60462  N165 1.026
169 H -1.96193 -7.13183 3.66512  C166 1.113
170 H -0.16171 -7.21455 3.18921  C166 1.066
171 H -1.37245 -8.28895 2.51280  C166 1.107
172 O 4.39041 -3.56166 -3.70010  C173 1.242
173 C 4.94319 -2.60641 -4.26989  O172 1.242, N174 1.366, C175 1.494
174 N 6.30642 -2.55016 -4.20229  C173 1.366, H176 0.999, H177 1.002
175 C 4.24628 -1.55198 -5.06701  C173 1.494, H178 1.128, H179 1.088, H180 1.084
176 H 6.83835 -1.80143 -4.59616  N174 0.999
177 H 6.75529 -3.38710 -3.88182  N174 1.002
178 H 3.65721 -1.95007 -5.94234  C175 1.128
179 H 4.99748 -0.92332 -5.54160  C175 1.088
180 H 3.52400 -1.02512 -4.45357  C175 1.084
181 O 5.40042 -3.17400 1.23239  C182 1.243
182 C 6.32696 -3.28168 0.41086  O181 1.243, N183 1.351, C184 1.521
183 N 6.12466 -3.43004 -0.91688  C182 1.351, H185 1.020, H186 0.980
184 C 7.73203 -3.32461 0.99269  C182 1.521, H187 1.109, H188 1.083, H189 1.105
185 H 6.89478 -3.57195 -1.56973  N183 1.020
186 H 5.21813 -3.61571 -1.24083  N183 0.980
187 H 8.13514 -4.30994 1.30510  C184 1.109
188 H 7.76513 -2.66301 1.84946  C184 1.083
189 H 8.46937 -3.02883 0.22526  C184 1.105
190 O -1.19759 5.18844 1.03092  C191 1.234
191 C -1.41700 6.07823 1.85693  O190 1.234, N192 1.374, C193 1.565
192 N -1.85615 5.87223 3.14195  C191 1.374, H194 0.980, H195 1.049
193 C -1.07354 7.56922 1.53014  C191 1.565, H196 1.065, H197 1.105, H198 1.081
194 H -1.82782 6.60189 3.79626  N192 0.980
195 H -2.11371 4.91325 3.47996  N192 1.049
196 H -0.12613 7.76816 1.97474  C193 1.065
197 H -1.85440 8.24472 1.92391  C193 1.105
198 H -1.07957 7.70848 0.45840  C193 1.081
199 O -1.01559 3.28726 4.71964  C200 1.260
200 C -0.16670 2.40411 5.01279  O199 1.260, N201 1.342, C202 1.581
201 N -0.28719 1.07039 4.93297  C200 1.342, H203 1.040, H204 1.012
202 C 1.22056 2.87877 5.60402  C200 1.581, H205 1.099, H206 1.100, H207 1.046
203 H 0.54252 0.48753 5.16306  N201 1.040
204 H -1.15855 0.62572 4.67425  N201 1.012
205 H 1.34989 2.40354 6.58649  C202 1.099
206 H 1.31050 3.97293 5.67670  C202 1.100
207 H 2.06964 2.55943 5.08306  C202 1.046
208 O 0.51148 -4.26691 -1.10087  C209 1.215
209 C 1.42238 -4.35519 -1.89961  O208 1.215, N210 1.314, C211 1.534
210 N 1.75090 -3.58506 -2.91174  C209 1.314, H212 1.045, H213 1.018
211 C 2.46146 -5.47214 -1.74009  C209 1.534, H214 1.084, H215 1.091, H216 1.071
212 H 1.24692 -2.68674 -3.08563  N210 1.045
213 H 2.66415 -3.66107 -3.35507  N210 1.018
214 H 2.04669 -6.39824 -1.35811  C211 1.084
215 H 3.33858 -5.15987 -1.17215  C211 1.091
216 H 2.87586 -5.74182 -2.68988  C211 1.071
217 O -0.88726 6.28732 -4.54357  C218 1.205
218 C -0.19468 5.39234 -4.12888  O217 1.205, N219 1.332, C220 1.558
219 N 0.90896 5.02429 -4.77807  C218 1.332, H221 1.014, H222 1.010
220 C -0.51075 4.59784 -2.82687  C218 1.558, H223 1.091, H224 1.055, H225 1.122
221 H 1.17726 5.59542 -5.57137  N219 1.014
222 H 1.69246 4.68840 -4.23590  N219 1.010
223 H 0.45637 4.39445 -2.36467  C220 1.091
224 H -0.94279 3.65117 -3.00032  C220 1.055
225 H -1.07521 5.31230 -2.17141  C220 1.122

DFT total energy: -4901.8414 a.u.
charge: +1